{
  "formula": "C16H54N4O9",
  "method": "wB97M-V/def2-TZVPD",
  "species": ["C", "C", "C", "O", "C", "N", "H", "H", "H", "H", "H", "H", "H", "H", "H", "H", "H", "C", "C", "C", "O", "C", "N", "H", "H", "H", "H", "H", "H", "H", "H", "H", "H", "H", "C", "C", "C", "O", "C", "N", "H", "H", "H", "H", "H", "H", "H", "H", "H", "H", "H", "C", "C", "C", "O", "C", "N", "H", "H", "H", "H", "H", "H", "H", "H", "H", "H", "H", "O", "H", "H", "O", "H", "H", "O", "H", "H", "O", "H", "H", "O", "H", "H"],
  "positions_angstrom": [[0.271474, -1.271871, 2.627515], [0.542124, -0.257331, 3.730915], [2.030624, 0.116739, 3.654645], [2.954334, -0.966151, 3.843955], [2.899914, -1.486611, 5.182195], [-0.346576, 0.836349, 3.387275], [1.035764, -2.048401, 2.596525], [0.109764, -0.848661, 1.636125], [-0.632266, -1.867771, 2.755055], [0.263144, -0.722041, 4.676605], [2.274694, 0.966429, 4.292265], [2.245674, 0.326499, 2.606855], [3.000274, -0.723131, 5.953635], [3.659324, -2.261361, 5.287845], [1.944874, -2.011951, 5.187345], [-1.312946, 0.552119, 3.460945], [-0.199676, 1.131499, 2.432595], [2.384964, 1.524559, -2.210835], [3.612744, 1.946369, -1.381235], [4.891554, 2.131979, -2.212845], [5.146604, 0.959109, -3.038915], [6.373824, 0.968759, -3.608845], [3.242414, 3.185549, -0.715165], [1.527774, 1.327809, -1.566925], [2.593184, 0.609629, -2.765495], [2.013734, 2.279299, -2.904125], [3.882064, 1.109679, -0.736635], [5.650734, 2.229939, -1.436865], [4.815624, 3.045129, -2.803175], [6.589094, 0.017199, -4.094945], [7.155274, 1.113039, -2.862765], [6.473404, 1.667749, -4.439265], [3.183954, 3.975759, -1.341455], [2.374614, 3.115299, -0.203215], [-1.593156, -4.012211, 1.035165], [-2.328776, -3.387991, -0.109785], [-3.780786, -3.955411, -0.020605], [-4.008506, -5.366781, -0.255455], [-3.928456, -5.692651, -1.665255], [-2.296336, -1.918561, 0.087425], [-0.547756, -3.784061, 1.242935], [-1.678186, -5.068911, 0.781645], [-2.208436, -3.698511, 1.878445], [-1.962816, -3.555751, -1.122715], [-4.377826, -3.341001, -0.694495], [-4.221786, -3.731461, 0.950725], [-3.884096, -6.777281, -1.763805], [-3.020766, -5.250081, -2.075505], [-4.762186, -5.272101, -2.227515], [-1.421876, -1.447381, -0.095345], [-2.550116, -1.533461, 0.985985], [-0.358346, 3.087499, 1.091265], [-1.485886, 2.678959, 0.171645], [-2.630246, 3.635529, -0.083255], [-3.232396, 3.739909, 1.209905], [-4.364086, 4.512759, 1.361085], [-0.906846, 2.356679, -1.076105], [0.382824, 2.296729, 1.207265], [-0.661476, 3.171489, 2.134885], [0.011014, 4.064169, 0.778565], [-1.984326, 1.785759, 0.548285], [-3.391316, 3.198509, -0.729685], [-2.321966, 4.590069, -0.509775], [-4.279536, 5.563889, 1.085265], [-4.725076, 4.638129, 2.381905], [-5.182346, 4.043849, 0.814585], [-0.368006, 3.180529, -1.301945], [-1.659536, 2.483799, -1.737475], [2.414714, -1.187021, -0.173185], [2.429294, -1.421781, -1.101035], [1.537024, -0.833361, -0.028875], [-3.994636, -0.859231, -1.802275], [-3.555796, -1.381831, -1.131055], [-3.353506, -0.190471, -2.043005], [1.428254, -2.306241, -2.530635], [0.659414, -1.750861, -2.659745], [1.952314, -2.178201, -3.321325], [-0.437866, -0.291981, -0.907275], [-0.602556, -0.516751, -1.823025], [-0.514616, 0.661649, -0.876695], [-1.430376, -0.063501, -3.338755], [-1.508376, -0.326751, -4.255735], [-1.945986, 0.740459, -3.275195]],
  "forces_ev_per_angstrom": [[0.21, -2.05, 0.11], [-0.42, -1.15, -1.81], [0.31, -0.49, -0.57], [-0.12, 0.55, 1.11], [-0.51, -0.60, -1.41], [0.10, 1.56, 1.28], [0.34, 0.08, -0.35], [0.57, 0.35, 0.02], [-0.38, 0.25, 0.53], [0.02, 0.45, 0.21], [0.03, 0.10, 0.12], [-0.16, 0.69, -0.07], [-0.10, 0.07, 0.00], [0.21, 0.29, -0.07], [-0.16, -0.01, 0.98], [-0.03, -0.07, 0.07], [0.04, -0.27, 0.14], [0.20, -0.83, -0.12], [-1.26, -0.25, -1.77], [-0.52, -0.74, 0.22], [-2.34, 1.06, 1.59], [1.82, -0.39, -0.96], [1.14, 0.23, 1.01], [0.22, -0.15, 0.24], [-0.09, -0.06, -0.14], [0.46, 0.30, -0.19], [-0.49, 0.28, 0.67], [0.59, 0.17, -0.35], [0.23, 0.06, -0.36], [-0.30, -0.35, 0.25], [0.30, 0.28, -0.01], [0.04, 0.67, 0.10], [-0.01, -0.13, -0.20], [0.04, -0.16, -0.03], [0.15, -1.24, -0.49], [0.01, 1.11, 1.15], [-0.60, 0.49, -0.56], [0.61, 0.98, -0.76], [0.39, 0.52, 0.92], [-1.40, -0.05, -0.60], [-0.06, 0.35, -0.48], [0.12, -0.46, 1.02], [0.26, -0.59, 0.45], [0.37, -0.20, 0.12], [-0.27, -0.19, -0.49], [0.32, -0.23, 0.29], [-0.11, 0.13, 0.09], [0.15, -0.19, -0.17], [-0.26, -0.07, 0.11], [0.21, -0.49, -0.53], [-0.47, -0.80, 0.45], [-0.86, 0.37, 1.15], [-0.83, -0.55, 0.98], [-0.85, 0.17, 2.28], [1.13, 0.30, 0.54], [-1.41, 0.65, -0.33], [0.45, 0.51, -1.94], [0.45, 0.28, -0.96], [-0.47, 0.43, -0.09], [0.56, -0.12, -0.02], [0.08, -0.23, 0.29], [0.11, -0.28, -0.50], [0.15, 0.36, 0.13], [0.42, 0.11, -0.73], [0.58, -0.83, 0.38], [-0.33, 0.21, -0.26], [0.94, -0.02, -0.33], [-0.26, -0.58, -0.65], [0.67, 0.25, 0.71], [-0.24, -0.22, -0.25], [-0.37, 0.01, -0.17], [-1.25, 0.64, -1.15], [0.91, -0.22, 0.91], [0.14, -0.19, 0.10], [0.08, -0.25, -0.09], [-0.16, 0.16, 0.02], [0.19, -0.03, -0.31], [0.95, -0.97, 0.70], [-0.27, 0.17, -0.23], [0.08, 1.04, -0.27], [0.12, -0.03, -0.39], [-0.07, -0.21, -0.29], [-0.02, 0.26, 0.01]],
  "lowdin_charge": [-0.078, -0.409, -0.185, -0.196, -0.091, 0.043, 0.086, 0.055, 0.060, 0.132, 0.122, 0.124, 0.089, 0.087, 0.075, 0.080, 0.015, -0.070, -0.413, -0.162, -0.175, -0.173, 0.041, 0.037, 0.064, 0.076, 0.131, 0.123, 0.124, 0.088, 0.089, 0.086, 0.068, 0.044, -0.068, -0.391, -0.188, -0.186, -0.083, 0.022, 0.075, 0.081, 0.082, 0.135, 0.107, 0.125, 0.087, 0.073, 0.084, 0.021, 0.088, -0.039, -0.452, -0.168, -0.178, -0.134, 0.034, 0.069, 0.080, 0.096, 0.147, 0.129, 0.135, 0.085, 0.089, 0.089, 0.098, 0.081, -0.060, -0.012, -0.020, -0.081, -0.047, -0.022, -0.025, 0.015, 0.054, -0.083, -0.004, -0.021, -0.025, 0.074, 0.047],
  "relative_energy_kcal_mol": 80.40,
  "e_homo_ev": -8.75,
  "lumo_energy_ev": -0.246,
  "smiles": "COC[C@H](C)N.COC[C@H](C)N.COC[C@H](C)N.COC[C@H](C)N.O.O.O.O.O",
  "spin_multiplicity": 1,
  "orbital_gap_ev": 8.50
}

***

{
  "formula": "C16H54N4O9",
  "method": "wB97M-V/def2-TZVPD",
  "species": ["C", "C", "C", "O", "C", "N", "H", "H", "H", "H", "H", "H", "H", "H", "H", "H", "H", "C", "C", "C", "O", "C", "N", "H", "H", "H", "H", "H", "H", "H", "H", "H", "H", "H", "C", "C", "C", "O", "C", "N", "H", "H", "H", "H", "H", "H", "H", "H", "H", "H", "H", "C", "C", "C", "O", "C", "N", "H", "H", "H", "H", "H", "H", "H", "H", "H", "H", "H", "O", "H", "H", "O", "H", "H", "O", "H", "H", "O", "H", "H", "O", "H", "H"],
  "positions_angstrom": [[-9.420727, 16.561992, -15.814766], [-8.982998, 17.450622, -14.668415], [-7.942647, 16.699403, -13.741557], [-8.460758, 15.571751, -13.111998], [-7.491144, 15.013656, -12.149862], [-8.340679, 18.629874, -15.241559], [-9.737430, 15.568163, -15.498385], [-8.635037, 16.210238, -16.483401], [-10.190038, 16.902173, -16.507978], [-9.832865, 17.741683, -14.051081], [-7.620895, 17.476419, -13.048138], [-7.045145, 16.432791, -14.299695], [-7.644454, 15.541545, -11.208629], [-6.467388, 15.234559, -12.451896], [-7.650986, 13.940897, -12.041512], [-8.197131, 19.350034, -14.548123], [-8.994252, 19.165571, -15.794701], [-18.870737, 28.989346, -27.524494], [-18.441529, 27.943087, -26.473199], [-16.959972, 28.054484, -26.060062], [-16.503520, 26.918441, -25.309740], [-15.081508, 26.940554, -25.036071], [-19.163587, 28.295303, -25.249510], [-19.770703, 28.703387, -28.068916], [-18.204519, 29.071452, -28.383281], [-19.107820, 29.966395, -27.103462], [-18.692878, 26.937380, -26.810058], [-16.738543, 28.943882, -25.470107], [-16.436369, 28.183715, -27.007285], [-14.762766, 25.952303, -24.704576], [-14.781374, 27.646664, -24.261847], [-14.542550, 27.226395, -25.939352], [-18.852890, 27.567438, -24.621992], [-20.142645, 28.077925, -25.369167], [-5.587827, 24.347601, -13.875044], [-5.911897, 23.859467, -12.541534], [-5.221100, 24.578695, -11.375762], [-5.669462, 23.961254, -10.188909], [-5.022634, 22.708219, -9.890967], [-7.372308, 23.944639, -12.296117], [-5.844266, 25.406937, -13.887249], [-6.132127, 23.820097, -14.658348], [-4.517425, 24.228778, -14.043091], [-5.637166, 22.804661, -12.547161], [-5.376437, 25.657086, -11.407869], [-4.153174, 24.403118, -11.505384], [-5.386182, 22.431843, -8.901246], [-3.957042, 22.915978, -9.793756], [-5.204387, 21.923497, -10.625323], [-7.596235, 24.895760, -12.551702], [-7.338212, 24.058029, -11.293081], [-12.990019, 21.040330, -29.625891], [-12.167125, 22.278373, -29.411998], [-10.666318, 21.913529, -29.053071], [-10.469102, 20.911883, -28.111654], [-10.778949, 21.253987, -26.752772], [-12.242104, 23.212023, -30.534750], [-12.972408, 20.506433, -28.675763], [-12.535600, 20.316425, -30.302316], [-13.998226, 21.215320, -30.001385], [-12.534941, 22.735453, -28.493360], [-10.082288, 22.753481, -28.676932], [-10.193490, 21.615708, -29.988936], [-11.796209, 21.468183, -26.425048], [-10.286357, 22.138050, -26.347934], [-10.348198, 20.464832, -26.136497], [-12.110276, 22.617498, -31.340509], [-11.461383, 23.850466, -30.589158], [-4.098781, 24.123352, -20.494145], [-4.053879, 23.285853, -20.032806], [-5.030884, 24.340724, -20.506753], [-11.411099, 26.881455, -17.617707], [-12.253298, 26.465040, -17.434564], [-11.121807, 27.220572, -16.770626], [-9.365342, 23.907586, -20.374802], [-10.073138, 23.290582, -20.560744], [-9.787026, 24.617902, -19.891195], [-11.103836, 30.830866, -19.695727], [-11.162109, 29.897589, -19.491212], [-10.789954, 31.234701, -18.886634], [-13.027092, 20.889131, -20.160942], [-13.855078, 21.350812, -20.028515], [-13.282392, 20.030411, -20.498054]],
  "forces_ev_per_angstrom": [[-0.16, -1.65, -0.61], [0.57, -0.99, -0.13], [-0.35, 1.42, -0.96], [0.65, -0.99, 0.92], [-1.03, 1.11, -0.70], [0.29, 0.80, 0.18], [-0.53, 0.15, 0.69], [0.76, 0.78, 0.08], [-0.18, 0.59, 0.40], [-0.22, -0.29, 0.17], [0.09, 0.04, 0.61], [0.05, 0.00, -0.47], [-0.05, -0.21, 0.23], [0.04, -0.22, -0.30], [-0.11, 0.20, -0.11], [0.58, -0.20, 0.80], [-0.39, -0.55, -0.78], [0.02, -0.48, -0.84], [0.06, 1.61, 0.66], [0.35, -0.31, -0.78], [0.43, 0.11, -0.17], [-0.78, 0.17, -0.44], [-0.32, -0.90, 0.31], [-0.43, -0.40, 0.47], [0.61, 0.23, 0.29], [0.48, -0.06, 0.20], [0.36, -0.17, -0.20], [-0.50, 0.30, 0.02], [0.69, -0.38, -0.09], [-0.27, -0.03, -0.18], [-0.38, 0.25, 0.18], [0.10, -0.16, -0.16], [-0.01, 0.04, 0.83], [-0.42, 0.17, -0.09], [0.68, 0.93, -0.96], [-1.13, -0.63, 0.90], [0.87, -1.60, -1.16], [0.12, 0.06, 0.58], [-0.06, 1.22, 0.37], [0.72, 0.20, 0.18], [0.10, 0.24, -0.52], [-0.03, 0.06, 0.08], [0.07, 0.17, -0.28], [0.03, -0.18, 0.49], [-0.43, -0.03, 0.41], [0.44, 0.19, 0.22], [-0.10, -0.19, -0.21], [0.22, -0.27, -0.14], [-0.11, 0.07, 0.00], [-0.45, 0.36, -0.57], [-0.92, -0.61, 0.62], [0.31, -0.80, 0.03], [1.47, 0.40, 1.17], [-0.59, 0.62, -0.66], [-0.83, -0.64, 1.37], [0.95, -0.05, 0.46], [-0.13, -0.68, -0.12], [-0.53, -0.04, 0.03], [0.29, 0.17, -0.38], [-0.01, 0.24, 0.35], [-0.36, 0.48, -0.12], [-0.33, 0.82, -0.27], [0.13, -0.39, -0.03], [-0.61, -0.63, -0.83], [0.66, 0.50, -0.73], [-0.38, -0.28, -0.17], [-0.18, 0.05, -0.55], [0.16, 0.23, 0.44], [0.21, 0.13, -0.07], [0.04, -0.21, 0.10], [-0.27, 0.08, -0.03], [0.12, 0.05, -0.27], [-0.24, -0.11, 0.01], [0.13, 0.08, 0.22], [0.25, -0.01, -0.08], [-0.17, -0.23, -0.05], [-0.09, 0.24, 0.17], [-0.05, 0.13, -0.19], [-0.03, -0.31, 0.03], [0.08, 0.14, 0.17], [0.23, 0.12, 0.04], [-0.20, 0.14, 0.05], [-0.01, -0.24, -0.09]],
  "lowdin_charge": [-0.083, -0.412, -0.241, -0.187, -0.060, 0.020, 0.071, 0.078, 0.071, 0.132, 0.113, 0.121, 0.082, 0.078, 0.084, 0.064, 0.069, -0.070, -0.416, -0.209, -0.195, -0.092, 0.018, 0.067, 0.068, 0.078, 0.135, 0.128, 0.111, 0.082, 0.081, 0.080, 0.064, 0.069, -0.084, -0.486, -0.202, -0.214, -0.069, 0.053, 0.083, 0.089, 0.087, 0.124, 0.133, 0.119, 0.091, 0.086, 0.084, 0.059, 0.047, -0.068, -0.444, -0.220, -0.179, -0.105, 0.038, 0.075, 0.082, 0.083, 0.122, 0.117, 0.121, 0.081, 0.080, 0.088, 0.064, 0.064, -0.055, 0.027, 0.027, -0.053, 0.030, 0.030, -0.053, 0.026, 0.023, -0.052, 0.022, 0.027, -0.055, 0.027, 0.029],
  "relative_energy_kcal_mol": 86.44,
  "e_homo_ev": -9.09,
  "lumo_energy_ev": 0.267,
  "smiles": "COC[C@H](C)N.COC[C@H](C)N.COC[C@H](C)N.COC[C@H](C)N.O.O.O.O.O",
  "spin_multiplicity": 1,
  "orbital_gap_ev": 9.36
}